No. 1
The following is a quantum chemistry calculation of C5H3NO6 as an isolated structure at a distorted geometry, from the Open Molecules 2025 dataset.

Structure (XYZ):
```
15
Properties=species:S:1:pos:R:3:forces:R:3
C 1.118473 0.547253 0.121589 -2.767 0.166 0.822
C -2.453250 -0.055125 -0.673183 0.974 -2.556 1.824
C 4.058297 -0.361775 -0.359110 0.387 0.224 0.151
C -1.286173 -0.302960 0.415879 -1.509 0.655 1.600
C -0.222749 0.788695 0.418450 2.467 -2.030 -1.061
N 2.255184 0.242165 0.001996 1.292 0.056 -0.355
O -2.678997 -1.140921 -1.298139 -0.328 0.430 -0.716
O 4.147766 -1.365610 0.270156 -0.218 -0.193 -0.081
O -3.101737 0.975795 -0.647753 -0.574 1.587 -0.357
O 4.654380 0.422010 -1.042192 -0.835 0.005 0.157
O -0.904347 -1.634219 0.307819 -0.364 -1.047 -2.027
O -0.636303 2.085680 0.726553 3.434 0.746 0.334
H -1.828998 -0.307671 1.484282 0.466 0.831 -1.601
H -1.583359 -1.948781 -0.474915 1.492 1.174 1.605
H -1.538186 2.055461 0.748561 -3.919 -0.048 -0.296
```
Positions in Å, forces in eV/Å.

Results
Net charge: -2
E_tot: -19007.0978 eV
2S+1: 1
LUMO: 6.02 eV

No. 2
The following is a quantum chemistry calculation of a 2-piece molecular cluster, C5H3NOS2 overall at a distorted geometry, from the Open Molecules 2025 dataset.

Structure (XYZ):
```
12
Properties=species:S:1:pos:R:3:forces:R:3
C 0.557482 0.506872 -1.045312 -0.041 0.709 -0.049
C 1.850109 0.558243 -0.695211 -2.246 -0.062 -0.040
C -0.334267 0.849339 0.107576 -0.283 0.274 -0.461
C 0.383559 0.896503 1.373674 0.672 0.283 1.446
C -1.328377 -2.342341 1.086685 -3.107 2.170 0.405
N -1.522981 1.317420 0.112199 -0.028 -0.934 0.230
O -2.271579 -1.654550 1.185119 1.495 -1.092 -0.210
S 1.982568 0.777838 1.040382 0.081 -0.082 0.820
S -0.117801 -3.259321 0.967519 1.588 -1.079 -0.187
H 0.159947 0.598252 -2.044014 0.181 -0.414 -0.248
H 2.667140 0.582951 -1.330733 1.451 -0.167 -1.115
H -2.025800 1.168794 -0.757885 0.237 0.394 -0.591
```
Positions in Å, forces in eV/Å.

Results
E_tot: -30438.1256 eV
2S+1: 1
LUMO: -1.42 eV

No. 3
The following is a quantum chemistry calculation of a 2-piece molecular cluster, C5H3NS2 overall at a distorted geometry, from the Open Molecules 2025 dataset.

Structure (XYZ):
```
11
Properties=species:S:1:pos:R:3:forces:R:3
C -1.746193 1.274372 -2.389896 1.891 -2.246 1.260
C -1.060441 0.485568 -1.738550 -1.319 1.957 -0.555
C -0.474961 -0.210064 -0.736129 0.436 -0.927 1.053
C -0.053760 -0.843827 0.212829 -0.728 0.326 -0.499
S 0.547441 -1.750197 1.482771 1.074 0.575 0.409
S -0.995949 -2.777142 2.272497 -1.307 -1.385 0.008
H -2.232477 1.424747 -3.288284 -0.922 0.856 -1.181
H -1.444036 -2.303514 3.474745 0.708 0.753 -0.504
C 2.501972 1.607593 0.236221 -0.013 -0.583 0.190
N 2.518550 0.555601 0.656890 0.240 -1.195 0.586
H 2.439855 2.536864 -0.183095 -0.060 1.869 -0.767
```
Positions in Å, forces in eV/Å.

Results
SMILES: C#CC#CSS.C#N
E_tot: -28388.9018 eV
2S+1: 1
LUMO: -0.12 eV

No. 4
The following is a quantum chemistry calculation of C5H3O6Pm as an isolated structure at a distorted geometry, from the Open Molecules 2025 dataset.

Structure (XYZ):
```
15
Properties=species:S:1:pos:R:3:forces:R:3
O -0.459672 5.616685 -0.941493 0.019 -0.866 -0.395
C -0.437537 4.558785 -1.331486 -0.015 0.782 0.430
Pm 0.075983 -0.073241 0.494653 0.072 1.807 2.561
C 0.028051 -2.562620 -0.235688 0.165 -5.350 -3.034
O -0.024428 -3.484436 -0.936562 0.231 3.805 3.186
C -0.333019 -0.573286 -2.054838 3.110 4.394 -7.102
O -0.177856 0.036794 -3.045407 -1.168 -3.412 4.987
C 2.093006 -1.030349 -0.794609 4.872 -1.330 -3.932
O 2.881829 -1.366999 -1.572383 -3.544 1.417 3.605
C -1.875144 -1.231763 -0.939703 -6.412 0.497 -2.912
O -2.689345 -1.181439 -1.778288 3.210 -0.685 3.739
H 1.163031 1.699469 1.425138 -0.553 -0.880 -0.708
O -0.396723 -0.149546 2.935711 -0.020 -0.148 -0.437
H -0.530436 -0.945127 3.470515 -0.073 0.029 0.174
H -0.409144 0.599071 3.558134 0.107 -0.059 -0.162
```
Positions in Å, forces in eV/Å.

Results
Net charge: +2
E_tot: -34050.0389 eV
2S+1: 5
⟨S²⟩: 6.30
LUMO (spin up / spin down): -10.54 / -10.31 eV

No. 5
The following is a quantum chemistry calculation of an isolated molecule of C5H4 at a distorted geometry, from the Open Molecules 2025 dataset.

Structure (XYZ):
```
9
Properties=species:S:1:pos:R:3:forces:R:3
C -2.481238 -0.459814 0.151238 0.240 0.136 -0.084
C -1.419185 0.017759 -0.153433 -0.698 -0.119 0.103
C -0.166109 0.555788 -0.541152 -0.137 -0.203 -0.396
C 0.945359 -0.101765 -0.277166 -0.601 -0.403 -0.794
C 2.021750 -0.352664 0.394340 -0.538 1.077 -0.532
H -3.420722 -0.889110 0.404280 0.038 0.027 0.021
H -0.099384 1.543515 -0.987605 -0.154 -0.265 -0.384
H 2.910315 -0.980749 0.208936 -0.687 0.817 0.353
H 1.709216 0.667042 0.800563 2.536 -1.068 1.714
```
Positions in Å, forces in eV/Å.

Results
SMILES: C#CC=C=C
E_tot: -5244.3612 eV
2S+1: 1
LUMO: 0.63 eV